Record 1
16
Properties=species:S:1:pos:R:3:forces:R:3:lowdin_charge:R:1 method="wB97M-V/def2-TZVPD" smiles=CNC[C@@H]1CN1 gap_ev=9.93 e_lumo_ha=0.03700 multiplicity=1
C -0.64787 -1.80539 -0.39603 -2.9 -2.5 1.7 -0.195
N -0.27961 -0.93777 -1.48470 -0.4 1.7 1.2 -0.109
C -0.00658 0.52117 -1.11121 -0.7 -0.1 -0.9 -0.165
C 0.71689 0.74955 0.21910 0.1 0.8 -1.1 -0.334
C -0.07208 0.81290 1.42146 -2.0 -0.5 3.3 -0.250
N 0.45455 2.03651 0.94608 1.6 1.9 -0.6 -0.024
H -0.25757 -1.64752 0.61138 0.6 0.6 -0.2 0.042
H -1.80426 -1.78828 -0.14436 1.9 0.1 -0.9 0.101
H -0.42622 -2.95066 -0.53347 -0.3 2.2 -0.5 0.104
H 0.52780 -1.33764 -1.84294 1.9 -0.5 -1.1 0.054
H -1.03651 1.00677 -1.16402 1.4 -0.3 0.6 0.129
H 0.60659 1.03549 -1.90673 -0.7 -0.9 0.5 0.120
H 1.78877 0.58039 0.24867 -0.2 -0.9 0.0 0.135
H -1.22372 0.90644 1.24458 2.1 -1.1 0.8 0.144
H 0.33305 0.45389 2.44511 -1.1 0.2 -1.9 0.136
H 1.32677 2.36414 1.44706 -1.3 -0.8 -0.8 0.112


Record 2
16
Properties=species:S:1:pos:R:3:forces:R:3:lowdin_charge:R:1 method="wB97M-V/def2-TZVPD" smiles="C=NC.C=NC" gap_ev=9.92 e_lumo_ha=0.03614 multiplicity=1
C 3.07364 -0.40855 -1.22883 -0.2 0.5 -1.7 -0.114
N 2.37805 -0.41474 -0.17808 1.3 0.3 0.5 -0.073
C 1.81463 0.92652 0.13934 0.0 -1.4 1.1 -0.142
H 3.84403 -1.08283 -1.62768 -0.7 -1.0 1.0 0.065
H 2.93940 0.33716 -2.03290 0.1 0.7 0.6 0.070
H 1.55417 0.98654 1.19683 0.2 -0.5 0.2 0.063
H 2.63052 1.63904 0.04666 -0.7 0.6 -0.8 0.075
H 0.83269 1.00341 -0.29826 0.1 0.9 -1.0 0.049
C -3.44754 -0.29878 -0.30481 -0.4 0.6 2.0 -0.082
N -2.87368 -0.01511 0.79922 -1.0 -1.4 0.0 -0.110
C -1.51959 -0.39703 1.13838 -0.3 1.3 -0.2 -0.132
H -4.51976 -0.42028 -0.09967 0.0 0.6 -1.2 0.064
H -3.03376 -0.45424 -1.30044 0.4 -0.5 0.1 0.067
H -1.55045 -1.48750 1.11757 0.8 0.2 -0.1 0.088
H -0.83126 0.13023 0.48179 0.5 -0.7 -0.3 0.040
H -1.29108 -0.04385 2.15088 -0.1 -0.2 -0.2 0.072


Record 3
16
Properties=species:S:1:pos:R:3:forces:R:3:lowdin_charge:R:1 method="wB97M-V/def2-TZVPD" gap_ev=10.35 e_lumo_ha=0.03572 multiplicity=1
C 2.41472 0.24284 0.68294 -0.6 0.2 0.3 -0.111
C 1.16726 -0.66850 0.67451 0.6 0.2 0.4 -0.265
C 0.06583 -0.08947 -0.19741 -0.5 -1.4 0.6 -0.277
N -1.11461 -0.97157 -0.09888 -0.5 0.6 -0.4 0.019
C -2.22993 -0.43003 -0.38283 0.1 -0.7 -0.4 -0.312
N -2.46460 0.89224 -0.75715 0.3 -0.1 -0.2 0.061
H 2.44899 0.87519 1.57704 0.0 -0.2 0.0 0.067
H 3.34917 -0.31044 0.63689 0.0 0.1 -0.2 0.063
H 2.29817 0.96182 -0.12644 0.5 -0.1 -0.3 0.059
H 1.40469 -1.67699 0.33297 0.0 0.1 -0.1 0.101
H 0.81662 -0.77603 1.70264 -0.2 -0.1 -0.1 0.101
H 0.40214 -0.13927 -1.24383 -0.1 0.6 0.1 0.124
H -0.20123 0.90119 0.16966 0.2 0.4 -0.4 0.108
H -3.13788 -1.03687 -0.45601 0.2 -0.1 0.6 0.109
H -3.41475 1.02714 -1.05505 -0.1 0.2 -0.2 0.073
H -1.80458 1.19876 -1.45904 0.0 0.4 0.1 0.081


Record 4
16
Properties=species:S:1:pos:R:3:forces:R:3:lowdin_charge:R:1 method="wB97M-V/def2-TZVPD" gap_ev=8.48 e_lumo_ha=0.01625 multiplicity=1
C -2.63482 -0.37598 0.04221 -0.4 1.1 0.6 -0.199
C 0.87368 -0.13885 -0.10531 2.1 1.6 0.4 -0.427
C 1.21123 1.36887 0.00392 -1.5 -0.9 1.1 -0.040
C 1.96414 -1.16052 -0.02875 1.7 1.6 -1.2 -0.056
H -3.35264 0.91533 0.43637 1.4 -4.5 -1.3 0.147
H -3.15827 -1.18463 -1.19766 1.4 2.6 3.7 0.142
H -2.48901 -1.43468 1.20856 -0.5 3.4 -3.5 0.157
H -1.20288 1.24242 -0.22485 0.0 2.9 0.3 0.036
H 2.27862 1.62169 -0.09905 -0.6 -0.2 0.3 0.071
H 0.73418 1.56881 1.04862 1.3 0.4 -1.5 0.116
H 0.60957 1.94991 -0.70680 0.4 0.0 0.0 0.057
H 1.77681 -1.84091 0.75602 -0.2 -1.1 0.6 0.053
H 2.95478 -0.64587 0.18871 -1.1 -0.7 -0.3 0.087
H 2.05151 -1.63739 -1.02905 0.1 -0.1 0.8 0.086
N -1.31262 0.29707 -0.21831 -3.7 -4.9 0.7 -0.221
N -0.30428 -0.54526 -0.07464 -0.2 -1.3 -0.7 -0.011


Record 5
16
Properties=species:S:1:pos:R:3:forces:R:3:lowdin_charge:R:1 method="wB97M-V/def2-TZVPD" smiles="C=C(N)CCN" gap_ev=9.46 e_lumo_ha=0.04101 multiplicity=1
C 1.09907 -1.41404 -0.69516 -0.2 0.1 -0.1 0.021
C 1.08982 -0.20435 -0.14266 3.6 2.2 1.2 -0.384
N 2.38344 0.54521 0.06613 -1.0 -1.8 -0.8 0.037
C 0.03213 0.67608 0.40344 -3.2 -2.0 -0.5 -0.135
C -1.41551 -0.10315 0.41835 1.0 1.1 0.4 -0.256
N -2.43445 0.69222 -0.24619 -0.3 0.5 -0.1 -0.039
H 2.02546 -1.85887 -1.04332 0.0 0.1 0.1 0.055
H 0.19909 -1.98682 -0.88282 0.1 0.2 0.2 0.041
H 3.19556 -0.03773 0.25267 -0.4 0.4 -0.1 0.067
H 2.41002 1.45817 0.51214 -0.4 -0.7 0.0 0.065
H 0.23545 0.97208 1.43765 0.2 0.0 -0.3 0.107
H -0.07330 1.56060 -0.23212 0.0 0.0 0.2 0.112
H -1.42681 -1.11191 0.00555 0.8 0.0 0.0 0.078
H -1.67841 -0.21519 1.47448 -0.1 0.1 -0.1 0.100
H -2.27524 0.70506 -1.25157 -0.1 0.0 0.2 0.068
H -3.36634 0.32266 -0.07656 0.2 0.0 -0.1 0.062


Record 6
16
Properties=species:S:1:pos:R:3:forces:R:3:lowdin_charge:R:1 method="wB97M-V/def2-TZVPD" gap_ev=9.98 e_lumo_ha=0.03827 multiplicity=1
H -2.45641 -0.80523 -1.68068 0.0 -0.2 -0.1 0.033
N -1.66582 -0.72507 -2.32865 -0.6 0.3 0.1 0.066
C -0.82927 0.10843 -1.86195 0.2 -0.5 0.1 -0.363
N -0.87046 0.80396 -0.68045 -0.1 0.2 -0.3 -0.026
C 0.36365 1.06581 0.04537 -0.2 -0.3 0.2 -0.225
C 1.11163 -0.21134 0.46915 -1.0 0.3 0.0 -0.238
C 0.53639 -0.79327 1.77433 0.3 -0.6 -0.8 -0.102
H 0.06539 0.26073 -2.45504 0.3 0.2 0.1 0.117
H -1.73502 0.74199 -0.16781 0.1 -0.1 0.2 0.122
H 0.99106 1.70322 -0.57283 0.1 0.1 0.0 0.109
H 0.07352 1.60004 0.95113 0.2 0.3 -0.1 0.115
H 2.13863 0.05318 0.64278 0.6 0.0 -0.1 0.093
H 1.04952 -0.92235 -0.35473 0.2 -0.1 0.0 0.097
H 1.21343 -0.48452 2.56507 -0.5 0.0 0.5 0.069
H 0.51751 -1.88392 1.72641 0.2 0.0 0.2 0.068
H -0.50374 -0.51167 1.92789 0.1 0.3 0.2 0.064


Record 7
16
Properties=species:S:1:pos:R:3:forces:R:3:lowdin_charge:R:1 method="wB97M-V/def2-TZVPD" smiles="C=NCCCN" gap_ev=10.60 e_lumo_ha=0.04174 multiplicity=1
C -0.42697 -2.61940 -0.36616 -0.1 0.3 0.3 -0.062
N -1.02711 -1.51877 -0.48506 -0.3 -0.1 -0.7 -0.042
C -0.22825 -0.35102 -0.84015 0.4 -0.3 0.5 -0.251
C -0.63521 0.85567 0.00676 -0.3 -0.6 0.5 -0.206
C 0.37501 1.25048 1.06733 -0.3 1.3 0.5 -0.299
N 1.58592 1.92896 0.54298 -0.3 0.3 -0.4 -0.015
H -1.01234 -3.52632 -0.24727 0.1 0.0 0.2 0.065
H 0.66459 -2.68588 -0.33999 0.1 -0.1 -0.2 0.073
H -0.35258 -0.19356 -1.90828 -0.1 0.1 -0.1 0.113
H 0.82552 -0.61088 -0.66335 0.1 0.3 -0.2 0.102
H -0.94868 1.74808 -0.53133 0.3 0.0 -0.5 0.106
H -1.55332 0.55140 0.51227 0.0 -0.1 0.1 0.102
H -0.15278 1.97390 1.70284 0.0 0.0 0.0 0.102
H 0.64745 0.47280 1.78169 0.1 -0.5 -0.5 0.103
H 1.53813 2.90369 0.82327 0.2 -0.1 0.3 0.055
H 1.50268 2.03438 -0.46602 0.1 -0.5 0.0 0.055